Entry 1:
The following is a DFT calculation (ωB97M-V/def2-TZVPD) of a 2-piece molecular cluster, C5H10O overall.

Output
**Electronic energy**: -271.6857 Ha
**SMILES**: C=CCC.C=O
**Highest occupied orbital energy**: -9.549 eV

The geometry in ORCA input format:
```
! RIJCOSX wB97M-V def2-TZVPD def2/J DEFGRID3
* xyz 0 1
C -1.53 0.36 -1.73
C -0.52 0.17 -0.89
C -0.64 -0.58 0.41
C -0.78 0.43 1.56
H -2.48 -0.15 -1.59
H -1.44 1.03 -2.58
H 0.43 0.67 -1.09
H -1.53 -1.22 0.37
H 0.22 -1.24 0.57
H -1.63 1.10 1.36
H 0.12 1.06 1.64
H -0.94 -0.06 2.52
C 2.69 -0.39 -0.13
O 2.19 -1.35 -0.67
H 2.36 -0.04 0.87
H 3.48 0.20 -0.62
*
```

These are the Löwdin partial charges, in e, on atoms 1 to 6:
1 C -0.003
2 C -0.216
3 C -0.275
4 C -0.113
5 H 0.058
6 H 0.050

Entry 2:
The following is a DFT calculation (ωB97M-V/def2-TZVPD) of one molecule with the formula C5H10O.

Output
**Electronic energy**: -271.7105 Ha
**SMILES**: CC[C@@]1(C)CO1
**Highest occupied orbital energy**: -10.106 eV

The geometry in ORCA input format:
```
! RIJCOSX wB97M-V def2-TZVPD def2/J DEFGRID3
* xyz 0 1
C -0.67 0.41 1.71
C -0.36 -0.76 0.76
C 0.28 -0.30 -0.53
C -0.66 0.23 -1.59
C 1.69 0.12 -0.52
O 1.31 -1.14 -1.04
H -0.79 1.35 1.16
H 0.15 0.56 2.43
H -1.58 0.24 2.28
H -1.29 -1.29 0.51
H 0.30 -1.49 1.23
H -1.33 -0.58 -1.91
H -1.28 1.05 -1.20
H -0.11 0.59 -2.46
H 2.26 0.09 0.41
H 2.04 0.85 -1.26
*
```

These are the Löwdin partial charges, in e, on atoms 1 to 6:
1 C -0.091
2 C -0.180
3 C -0.528
4 C -0.012
5 C -0.098
6 O -0.028

Entry 3:
The following is a DFT calculation (ωB97M-V/def2-TZVPD) of a 2-piece molecular cluster, C5H10O overall at a distorted geometry.

Output
**Electronic energy**: -271.5805 Ha
**Highest occupied orbital energy**: -9.006 eV

The geometry in ORCA input format:
```
! RIJCOSX wB97M-V def2-TZVPD def2/J DEFGRID3
* xyz 0 1
C -0.79 0.79 1.18
C 0.37 -2.72 0.11
C 0.00 0.89 0.12
C -0.52 1.16 -1.23
C 1.43 0.57 0.09
O -0.99 -2.61 0.43
H -1.79 1.31 1.22
H -0.38 0.65 2.19
H 0.46 -3.71 -0.28
H -1.60 1.27 -1.27
H -0.18 0.30 -1.94
H -0.12 2.10 -1.74
H 1.65 0.28 -0.85
H 1.65 -0.17 0.75
H 1.93 1.53 0.42
H -1.13 -1.66 0.81
*
```

These are the Löwdin partial charges, in e, on atoms 1 to 6:
1 C -0.006
2 C 0.084
3 C -0.477
4 C -0.090
5 C -0.075
6 O -0.125

Entry 4:
The following is a DFT calculation (ωB97M-V/def2-TZVPD) of a 2-piece molecular cluster, C5H10O overall.

Output
**Electronic energy**: -271.6579 Ha
**SMILES**: C=C1CC1.CO
**Highest occupied orbital energy**: -9.947 eV

The geometry in ORCA input format:
```
! RIJCOSX wB97M-V def2-TZVPD def2/J DEFGRID3
* xyz 0 1
C 1.75 0.06 0.76
C 0.83 0.87 0.27
C 0.10 1.36 -0.90
C -0.17 1.92 0.50
H 2.32 -0.61 0.12
H 2.00 0.07 1.82
H 0.63 1.98 -1.62
H -0.68 0.74 -1.34
H -1.11 1.63 0.95
H 0.18 2.92 0.74
C -1.10 -2.01 -0.49
O -1.16 -1.34 0.75
H -1.79 -2.86 -0.47
H -1.40 -1.36 -1.32
H -0.10 -2.41 -0.71
H -0.29 -0.97 0.93
*
```

These are the Löwdin partial charges, in e, on atoms 1 to 6:
1 C 0.040
2 C -0.339
3 C -0.091
4 C -0.090
5 H 0.067
6 H 0.069

Entry 5:
The following is a DFT calculation (ωB97M-V/def2-TZVPD) of a 2-piece molecular cluster, C5H10O overall.

Output
**Electronic energy**: -271.6880 Ha
**SMILES**: C=CCC.C=O
**Highest occupied orbital energy**: -9.655 eV

The geometry in ORCA input format:
```
! RIJCOSX wB97M-V def2-TZVPD def2/J DEFGRID3
* xyz 0 1
C 1.69 0.98 -1.30
C 0.81 0.48 -0.43
C -0.17 -0.62 -0.74
C -1.58 -0.07 -0.98
H 1.78 0.58 -2.31
H 2.36 1.79 -1.04
H 0.78 0.91 0.57
H 0.16 -1.16 -1.62
H -0.18 -1.34 0.09
H -1.58 0.64 -1.81
H -1.97 0.45 -0.09
H -2.28 -0.88 -1.22
C 0.04 -0.44 2.72
O 0.83 -1.30 2.45
H -0.95 -0.37 2.24
H 0.27 0.34 3.48
*
```

These are the Löwdin partial charges, in e, on atoms 1 to 6:
1 C -0.002
2 C -0.210
3 C -0.275
4 C -0.112
5 H 0.058
6 H 0.050

Entry 6:
The following is a DFT calculation (ωB97M-V/def2-TZVPD) of a 2-piece molecular cluster, C5H10O overall.

Output
**Electronic energy**: -271.5973 Ha
**Highest occupied orbital energy**: -8.778 eV

The geometry in ORCA input format:
```
! RIJCOSX wB97M-V def2-TZVPD def2/J DEFGRID3
* xyz 0 1
O -2.29 -1.84 -0.68
C -1.78 -2.72 0.14
C -0.44 0.47 0.51
C 0.91 0.94 1.08
C 1.41 1.12 -0.37
C 0.29 0.16 -0.83
H -1.70 -1.11 -0.95
H -0.95 -0.34 1.04
H -0.71 -2.39 0.33
H -1.15 1.30 0.39
H 1.43 0.12 1.59
H 0.90 1.82 1.73
H 1.23 2.13 -0.74
H 2.44 0.84 -0.60
H 0.65 -0.88 -0.87
H -0.22 0.40 -1.77
*
```

These are the Löwdin partial charges, in e, on atoms 1 to 6:
1 O -0.075
2 C -0.002
3 C -0.204
4 C -0.179
5 C -0.181
6 C -0.210

Entry 7:
The following is a DFT calculation (ωB97M-V/def2-TZVPD) of a 2-piece molecular cluster, C5H10O overall.

Output
**Electronic energy**: -271.5279 Ha
**Highest occupied orbital energy (alpha / beta)**: -7.558 / -7.557 eV

The geometry in ORCA input format:
```
! RIJCOSX wB97M-V def2-TZVPD def2/J DEFGRID3
* xyz 0 1
C -1.43 0.47 0.02
C -1.07 -1.00 0.25
C 0.36 -0.89 0.76
C 1.45 -0.82 -0.29
C 0.93 0.42 0.30
O 0.55 1.69 -1.23
H -1.55 0.99 0.97
H -2.33 0.63 -0.59
H -0.38 1.25 -0.86
H -1.73 -1.53 0.96
H -1.09 -1.57 -0.69
H 0.61 -1.23 1.76
H 2.47 -1.10 -0.03
H 1.17 -1.07 -1.31
H 1.49 1.15 0.86
H 0.55 2.60 -0.87
*
```

These are the Löwdin partial charges, in e, on atoms 1 to 6:
1 C -0.133
2 C -0.246
3 C -0.272
4 C -0.084
5 C -0.046
6 O -0.101

Entry 8:
The following is a DFT calculation (ωB97M-V/def2-TZVPD) of one molecule with the formula C5H10O.

Output
**Electronic energy**: -271.7047 Ha
**SMILES**: C/C=C\OCC
**Highest occupied orbital energy**: -8.836 eV

The geometry in ORCA input format:
```
! RIJCOSX wB97M-V def2-TZVPD def2/J DEFGRID3
* xyz 0 1
C 2.04 -0.63 -0.14
C 1.41 0.59 -0.74
C 0.18 0.62 -1.22
O -0.73 -0.38 -0.99
C -1.02 -0.60 0.39
C -2.01 0.43 0.91
H 1.45 -1.52 -0.40
H 3.04 -0.76 -0.57
H 2.16 -0.61 0.95
H 2.02 1.48 -0.86
H -0.19 1.42 -1.87
H -0.10 -0.58 0.99
H -1.41 -1.62 0.44
H -2.78 0.59 0.15
H -2.49 0.08 1.83
H -1.52 1.39 1.11
*
```

These are the Löwdin partial charges, in e, on atoms 1 to 6:
1 C -0.109
2 C -0.141
3 C -0.186
4 O -0.122
5 C -0.262
6 C -0.072